{"formula": "C4H5NO4", "method": "ωB97M-V/def2-TZVPD", "orbital_gap_ev": 7.6, "energy_ha": -511.01145, "species": ["C", "C", "C", "C", "O", "O", "N", "O", "O", "H", "H", "H", "H", "H"], "positions_angstrom": [[-0.105, -1.279, 1.248], [-1.116, -0.222, -1.766], [-0.267, 1.014, 0.137], [0.144, 0.267, -1.300], [-0.918, -0.313, 0.590], [0.982, 1.134, 0.788], [1.252, -0.084, -1.792], [-2.187, -0.313, -2.116], [-1.041, 1.965, 0.087], [0.975, 2.036, 1.137], [1.992, 0.400, -1.273], [0.765, -1.563, 0.643], [0.254, -0.887, 2.201], [-0.731, -2.156, 1.416]], "lowdin_charge": [-0.09, 0.07, -0.72, -0.22, -0.14, 0.03, 0.21, 0.35, 0.02, 0.12, 0.09, 0.08, 0.09, 0.09]}

***

{"formula": "C15H22N4O2S", "method": "ωB97M-V/def2-TZVPD", "orbital_gap_ev": 8.7, "energy_ha": -1352.48922, "species": ["C", "H", "H", "H", "C", "N", "C", "N", "N", "C", "C", "C", "O", "C", "C", "H", "H", "C", "H", "H", "H", "S", "C", "H", "H", "C", "O", "N", "H", "C", "C", "H", "H", "H", "C", "H", "H", "H", "C", "H", "H", "H", "H", "H"], "positions_angstrom": [[1.904, -0.334, -3.598], [2.761, -0.052, -4.203], [1.777, -1.413, -3.647], [1.016, 0.141, -4.009], [2.118, 0.120, -2.157], [1.001, -0.243, -1.323], [-0.001, 0.603, -0.944], [-0.895, -0.033, -0.232], [-0.500, -1.309, -0.134], [0.626, -1.455, -0.788], [1.306, -2.719, -0.907], [0.781, -3.923, -0.482], [1.643, -4.918, -0.747], [2.725, -4.378, -1.335], [2.582, -3.036, -1.465], [3.304, -2.376, -1.898], [3.519, -5.041, -1.614], [-0.504, -4.256, 0.176], [-1.198, -3.432, 0.039], [-0.907, -5.177, -0.241], [-0.354, -4.403, 1.245], [-0.033, 2.282, -1.387], [-1.641, 2.778, -0.694], [-2.350, 1.982, -0.914], [-1.900, 3.694, -1.225], [-1.546, 3.076, 0.806], [-1.408, 4.214, 1.209], [-1.652, 1.975, 1.560], [-1.642, 1.076, 1.078], [-1.504, 1.935, 3.015], [-1.708, 0.481, 3.438], [-1.582, 0.383, 4.513], [-2.708, 0.146, 3.173], [-0.986, -0.165, 2.943], [-2.564, 2.832, 3.659], [-3.560, 2.501, 3.374], [-2.429, 3.857, 3.327], [-2.477, 2.795, 4.741], [-0.100, 2.413, 3.398], [0.046, 3.432, 3.051], [0.653, 1.774, 2.940], [0.027, 2.387, 4.476], [2.208, 1.209, -2.119], [3.028, -0.313, -1.737]], "lowdin_charge": [-0.06, 0.08, 0.07, 0.08, -0.21, -0.01, -0.60, 0.00, 0.08, -0.22, -0.10, -0.25, 0.06, -0.11, -0.02, 0.09, 0.12, 0.00, 0.06, 0.09, 0.09, 1.01, -0.35, 0.08, 0.08, -0.57, 0.05, 0.11, 0.08, -0.59, -0.04, 0.08, 0.09, 0.08, -0.04, 0.09, 0.07, 0.08, -0.03, 0.08, 0.08, 0.08, 0.09, 0.11]}

***

{"formula": "C3H7NO", "method": "ωB97M-V/def2-TZVPD", "orbital_gap_ev": 9.1, "energy_ha": -248.41574, "species": ["C", "C", "C", "N", "O", "H", "H", "H", "H", "H", "H", "H"], "positions_angstrom": [[-0.287, 0.211, 0.409], [-1.038, -0.560, -0.669], [1.028, 0.786, -0.109], [-0.100, -0.661, 1.618], [0.920, -1.358, 1.565], [-0.911, 1.042, 0.759], [-1.166, 0.050, -1.569], [-0.507, -1.476, -0.953], [-2.034, -0.852, -0.318], [0.838, 1.521, -0.898], [1.676, 0.008, -0.528], [1.582, 1.290, 0.691]], "lowdin_charge": [-0.44, -0.07, -0.09, 0.01, -0.02, 0.13, 0.08, 0.08, 0.08, 0.08, 0.08, 0.08]}

***

{"formula": "C5H5O6Sn", "method": "ωB97M-V/def2-TZVPD", "orbital_gap_ev": [7.7, 4.6], "spin_multiplicity": 2, "energy_ha": -858.33497, "total_charge": 2, "species": ["C", "C", "O", "O", "H", "H", "C", "C", "O", "C", "O", "O", "O", "H", "H", "Sn", "H"], "positions_angstrom": [[-2.087, -1.658, -2.040], [-0.967, -0.535, -1.865], [-1.378, 0.612, -1.555], [-2.081, -2.344, -3.008], [-2.931, -1.543, -1.329], [-0.239, -0.585, -2.692], [1.049, -0.107, 0.716], [2.600, -0.102, 0.442], [3.032, -1.115, 1.318], [2.109, -1.415, 2.232], [0.918, -0.833, 1.868], [2.304, -1.901, 3.293], [0.471, 1.022, 0.737], [3.010, 0.880, 0.704], [2.814, -0.361, -0.599], [-0.821, 1.870, -0.302], [0.352, -0.858, -0.460]], "lowdin_charge": [-0.06, -0.11, -0.29, 0.30, 0.18, 0.16, -0.39, 0.03, 0.15, -0.47, 0.22, 0.31, -0.24, 0.18, 0.16, 1.58, 0.28]}

***

{"formula": "C2H3BrINO", "method": "ωB97M-V/def2-TZVPD", "orbital_gap_ev": 8.0, "energy_ha": -3079.56975, "species": ["C", "C", "N", "O", "Br", "I", "H", "H", "H"], "positions_angstrom": [[-1.264, 1.222, 0.388], [1.461, 0.247, 0.695], [-1.225, 0.584, -0.637], [-1.450, 1.665, 1.429], [0.765, -1.622, 0.308], [3.469, 0.475, -0.037], [1.583, 0.227, 1.789], [-0.375, -0.993, -0.353], [-0.904, 0.877, -1.538]], "lowdin_charge": [-0.43, -1.06, 0.11, 0.20, 0.78, 0.54, -0.11, -0.14, 0.10]}